Here is the ion C5H6ClN2O2 with charge +1 from the OMol25 dataset. Energies are from ωB97M-V/def2-TZVPD.

Summary:
LUMO level: -6.24 eV
charge: +1
SMILES: COC1=N[N+](=O)[C@@H](Cl)C=C1
relative energy (zero: lowest compared OMol25 entry of this formula, charge and spin): 119.65 kJ/mol
orbital gap: 8.6 eV

Atoms and positions in Å:
C: -1.460 1.544 -1.972
O: -0.321 0.634 -1.732
C: 0.008 0.135 -0.607
N: -0.573 0.673 0.496
N: -0.365 0.238 1.635
O: -0.773 0.556 2.689
C: 1.033 -0.879 1.763
Cl: 0.634 -1.831 3.133
C: 1.301 -1.481 0.500
C: 0.889 -0.921 -0.681
H: -1.182 2.378 -2.677
H: -1.726 1.860 -0.901
H: -2.180 0.906 -2.303
H: 1.870 -0.082 1.966
H: 1.869 -2.371 0.346
H: 0.977 -1.358 -1.657

---

Here is a structure of composition C5H6ClN3O from the OMol25 dataset. Energies are from ωB97M-V/def2-TZVPD.

Summary:
LUMO level (alpha / beta): -0.86 / -0.86 eV
relative energy (zero: lowest compared OMol25 entry of this formula, charge and spin): 376.68 kJ/mol
orbital gap (alpha / beta): 8.4 / 8.4 eV

Atoms and positions in Å:
C: -1.721 -0.873 -1.371
C: -1.902 0.017 -0.368
C: 0.128 -0.515 -0.555
C: -0.331 0.975 1.448
C: 1.972 -0.661 -0.109
N: -0.408 -1.174 -1.530
N: 2.310 0.457 -0.809
N: -0.701 0.121 0.296
O: 2.373 1.490 -0.079
Cl: 2.583 -2.144 -0.820
H: -2.506 -1.174 -2.164
H: -2.681 0.779 -0.056
H: 0.793 0.949 1.652
H: -0.727 1.985 1.161
H: -0.937 0.579 2.287
H: 1.754 -0.812 1.017

---

Here is the molecule C5H6ClNO from the OMol25 dataset. Energies are from ωB97M-V/def2-TZVPD.

Summary:
LUMO level: 0.89 eV
SMILES: Cc1cc(N)c(Cl)o1
relative energy (zero: lowest compared OMol25 entry of this formula, charge and spin): 65.03 kJ/mol
orbital gap: 8.7 eV

Atoms and positions in Å:
C: 1.269 -1.992 -0.675
C: 0.532 -0.745 -0.334
C: -0.490 -0.469 0.515
C: -0.771 0.937 0.396
N: -1.774 1.641 1.029
C: 0.126 1.384 -0.530
Cl: 0.379 2.956 -1.160
O: 0.917 0.394 -0.992
H: 2.309 -1.903 -0.442
H: 1.191 -2.227 -1.755
H: 0.862 -2.813 -0.124
H: -0.998 -1.188 1.133
H: -1.650 2.624 0.948
H: -1.903 1.401 1.991

---

Here is a structure of composition C5H6ClNO2 from the OMol25 dataset. Energies are from ωB97M-V/def2-TZVPD.

Summary:
LUMO level: -0.03 eV
relative energy (zero: lowest compared OMol25 entry of this formula, charge and spin): 122.39 kJ/mol
orbital gap: 10.0 eV

Atoms and positions in Å:
C: -1.081 0.827 0.922
C: -0.132 -0.681 -1.066
C: -1.138 0.054 -0.272
C: -0.894 0.880 2.353
C: 2.175 -0.555 -1.573
N: -1.310 1.478 -0.152
O: -0.306 -1.627 -1.770
O: 1.048 -0.073 -0.847
Cl: -3.135 -1.040 -0.509
H: -0.301 1.759 2.606
H: -0.426 -0.025 2.731
H: -1.874 0.998 2.819
H: 2.815 -1.125 -0.899
H: 2.711 0.316 -1.946
H: 1.849 -1.187 -2.397

---

Here is a structure of composition C5H6CuLiO4 from the OMol25 dataset. Energies are from ωB97M-V/def2-TZVPD.

Summary:
LUMO level (alpha / beta): -4.77 / -4.80 eV
charge: +1
spin multiplicity: 2
relative energy (zero: lowest compared OMol25 entry of this formula, charge and spin): 22.37 kJ/mol
orbital gap (alpha / beta): 6.4 / 6.5 eV

Atoms and positions in Å:
O: 1.487 1.361 2.312
C: 1.398 1.295 1.044
O: 2.359 1.320 0.271
O: 0.117 1.265 0.630
C: -0.171 1.251 -0.781
C: -1.632 1.360 -0.976
Li: 3.884 1.408 2.253
H: 0.235 0.329 -1.218
H: 0.368 2.099 -1.239
H: -2.200 2.072 -0.376
H: -2.147 0.600 -1.563
Cu: -0.459 1.319 2.993
C: -0.556 2.008 -4.392
C: -1.566 1.259 -4.806
O: -2.520 0.599 -4.912
H: 0.443 1.573 -4.398
H: -0.714 3.082 -4.290

---

Here is a structure of composition C5H6CuO4 from the OMol25 dataset. Energies are from ωB97M-V/def2-TZVPD.

Summary:
LUMO level: 2.79 eV
charge: -1
relative energy (zero: lowest compared OMol25 entry of this formula, charge and spin): 76.79 kJ/mol
orbital gap: 5.5 eV

Atoms and positions in Å:
O: -1.090 -1.594 -0.495
O: 0.018 0.096 -1.426
C: 1.303 0.521 -1.617
C: 1.691 1.059 -2.769
C: -0.254 -0.692 -0.321
H: 1.923 0.538 -0.714
H: 0.666 -0.939 0.254
H: 2.553 1.724 -2.783
H: 1.117 0.918 -3.686
Cu: -1.501 -2.548 1.376
O: -2.188 -0.689 2.934
O: -0.147 -1.299 2.496
C: -1.020 -0.333 2.505
C: -0.972 0.741 1.540
H: -0.185 1.493 1.661
H: -1.914 1.003 1.045